Record 1
This record from the OMol25 dataset describes a 2-piece molecular cluster, C5H3N3 overall in a non-equilibrium geometry. The level of theory is ωB97M-V/def2-TZVPD.

Last column: Mulliken charge in e.
Cartesian coordinates (Å):
C1 -0.43418 3.29165 -0.97654  -0.33
C2 -0.75980 2.54665 -0.07354  -0.14
C3 -1.03007 0.46287 0.99695  -0.30
C4 -0.56331 -0.40361 0.08356  0.51
C5 1.91526 -4.09575 -0.19721  0.07
N1 3.03922 -4.02386 -0.44667  -0.35
N2 -1.12996 1.79434 1.00487  -0.12
N3 -0.10745 -1.36570 -0.39749  -0.38
H1 -0.18546 3.84294 -1.76161  0.51
H2 -1.68949 2.23771 1.68092  0.27
H3 0.94524 -4.28724 0.08677  0.28

Force components x, y, z for each atom (eV/Å):
-1.5036 -3.4976 4.3240
0.6250 2.1139 -1.5492
-1.8463 2.2581 2.7255
1.4358 -1.2105 -1.1405
2.8436 -0.0220 -0.5228
-1.1668 0.1011 0.1667
1.1088 -2.6885 -2.5805
-0.2974 0.5119 -0.1884
0.9327 2.0188 -2.8041
-0.4587 0.4364 1.2315
-1.6731 -0.0217 0.3376

Results
**LUMO energy**: -1.3 eV
**Energy relative to the best compared isomer or geometry (same formula, charge and spin)**: 121.6 kcal/mol
**HOMO**: -9.28 eV
**HOMO-LUMO gap**: 8.00 eV

Record 2
This record from the OMol25 dataset describes C5H3N5OS2 as an isolated structure in a non-equilibrium geometry. The level of theory is ωB97M-V/def2-TZVPD.

Last column: Mulliken charge in e.
Cartesian coordinates (Å):
C1 0.25162 -1.05737 -0.88652  0.37
C2 -0.78298 1.29673 -0.89809  0.11
C3 -0.28813 2.10920 0.11525  -0.11
C4 0.74454 -1.19142 0.47191  0.27
C5 0.80104 -2.42181 1.13294  -0.01
H1 -0.71425 -0.16070 -2.31474  0.28
H2 0.52749 1.96248 0.78879  0.46
H3 0.28390 -3.32229 0.73062  0.37
N1 -0.25030 0.06793 -1.41281  -0.19
N2 -2.41900 2.79548 -0.98091  -0.28
N3 -1.98531 1.66935 -1.48376  -0.34
N4 1.98275 -0.53722 2.31630  -0.48
N5 1.42541 -0.20827 1.18088  -0.08
O1 0.16560 -2.09130 -1.53801  -0.63
S1 -1.51555 3.30901 0.25426  0.15
S2 1.77316 -2.21978 2.52388  0.10

Force components x, y, z for each atom (eV/Å):
-1.1158 -1.4419 -0.3146
0.3889 -0.9416 0.4597
-2.3352 -0.0957 -1.1277
2.0762 -0.1733 3.1323
0.0389 0.5989 -0.5531
0.5980 0.2337 0.8348
0.3427 -0.0088 0.0144
0.8557 0.6824 0.6696
-1.3424 1.9921 -1.4513
-0.1714 -1.4093 -0.4851
1.2092 1.0276 0.7599
-1.1517 -1.2226 -2.5759
-0.0360 0.2708 0.5972
0.3670 0.0782 -0.1077
1.2344 0.2742 0.4853
-0.9586 0.1353 -0.3378

Results
**LUMO energy**: -0.5 eV
**Energy relative to the best compared isomer or geometry (same formula, charge and spin)**: 12.6 kcal/mol
**HOMO**: -9.58 eV
**HOMO-LUMO gap**: 9.11 eV

Record 3
This record from the OMol25 dataset describes one molecule with the formula C5H3NO in a non-equilibrium geometry. The level of theory is ωB97M-V/def2-TZVPD.

Last column: Mulliken charge in e.
Cartesian coordinates (Å):
C1 0.52314 -1.19965 2.31478  -0.35
C2 0.01007 -0.75041 1.25437  -0.50
C3 -0.11694 -0.13803 -0.02740  0.54
C4 -1.03316 -0.12891 -1.04645  -0.28
N1 -0.64490 0.43990 -2.11942  -0.35
O1 0.37612 1.18653 -1.71727  -0.09
C5 0.61220 1.02625 -0.46062  -0.22
H1 0.80314 -1.22935 3.33496  0.38
H2 -1.89168 -0.83238 -1.30958  0.35
H3 1.36201 1.62606 -0.22338  0.52

Force components x, y, z for each atom (eV/Å):
-2.4807 2.3743 -4.4066
2.3724 -1.5718 3.8586
1.3889 3.9138 1.8629
-3.6229 -5.5422 -1.9346
-1.0911 1.1904 -1.3539
0.9239 2.2591 -1.6845
-1.9923 -5.0952 -0.0117
0.0809 -0.4856 0.2918
1.1521 0.8592 1.2051
3.2689 2.0980 2.1729

Results
**LUMO energy**: 0.5 eV
**Energy relative to the best compared isomer or geometry (same formula, charge and spin)**: 93.5 kcal/mol
**HOMO**: -9.29 eV
**HOMO-LUMO gap**: 9.81 eV
**Structure (SMILES)**: C#Cc1cnoc1

Record 4
This record from the OMol25 dataset describes one molecule with the formula C5H3NO. The level of theory is ωB97M-V/def2-TZVPD.

Last column: Mulliken charge in e.
Cartesian coordinates (Å):
C1 -0.38374 2.58864 1.06152  -0.74
C2 -0.20831 1.46767 0.48217  -0.05
C3 0.00126 0.08777 0.13240  0.69
C4 -0.43483 -1.03720 0.75856  -0.20
O1 -0.05114 -2.11543 0.07529  -0.17
N1 0.65288 -1.72962 -1.04276  -0.38
C5 0.68902 -0.42803 -1.00365  -0.31
H1 -0.46257 2.25143 -0.34406  0.27
H2 -1.00391 -1.21124 1.66068  0.46
H3 1.20134 0.12600 -1.78016  0.44

Force components x, y, z for each atom (eV/Å):
0.0982 -0.5909 -0.4168
-0.0424 0.2854 0.4296
-0.0540 -0.2025 0.0140
-0.0035 0.1022 -0.0209
-0.0890 -0.0397 0.2080
0.1123 0.3641 -0.0737
0.0463 -0.1454 -0.1040
-0.0678 0.3121 0.0188
0.0697 0.0442 -0.1328
-0.0698 -0.1296 0.0777

Results
**LUMO energy**: 0.5 eV
**Energy relative to the best compared isomer or geometry (same formula, charge and spin)**: 100.8 kcal/mol
**HOMO**: -10.05 eV
**HOMO-LUMO gap**: 10.53 eV

Record 5
This record from the OMol25 dataset describes one molecule with the formula C5H3NO. The level of theory is ωB97M-V/def2-TZVPD.

Last column: Mulliken charge in e.
Cartesian coordinates (Å):
O1 0.43052 0.67250 3.10925  -0.32
C1 0.00521 0.08104 2.20351  0.56
C2 -0.74895 -0.93483 1.63303  0.03
N1 -0.98368 -1.28712 0.44339  -0.52
C3 -0.39541 -0.54528 -0.56649  0.37
C4 -0.18320 -0.29830 -1.81586  -0.26
C5 0.49529 0.62357 -0.80810  -0.71
H1 -0.30851 -0.48884 -2.87006  0.38
H2 1.57418 0.53622 -0.64968  0.24
H3 0.11454 1.64103 -0.67898  0.24

Force components x, y, z for each atom (eV/Å):
-0.3561 -0.4911 -0.7477
0.3224 0.4423 0.7717
-0.0619 -0.0858 -0.2280
0.1428 0.1872 0.1373
0.0048 0.0073 -0.2787
-0.0921 -0.1220 0.1705
0.1866 0.2552 0.0686
-0.0176 -0.0182 0.1799
-0.1622 -0.0167 -0.0374
0.0333 -0.1584 -0.0363

Results
**LUMO energy**: -1.3 eV
**Energy relative to the best compared isomer or geometry (same formula, charge and spin)**: 103.5 kcal/mol
**HOMO**: -9.12 eV
**HOMO-LUMO gap**: 7.80 eV
**Structure (SMILES)**: O=C=C=NC1=CC1

Record 6
This record from the OMol25 dataset describes one molecule with the formula C5H3NO2 in a non-equilibrium geometry. The level of theory is ωB97M-V/def2-TZVPD.

Last column: Mulliken charge in e.
Cartesian coordinates (Å):
N1 3.89775 -0.14342 -0.28977  -0.41
C1 2.76360 -0.14902 -0.00106  0.09
C2 1.42771 -0.08424 0.33792  0.17
C3 0.22672 0.13779 0.26701  -0.02
C4 -1.18266 0.49553 0.37456  0.22
O1 -1.52812 1.70758 -0.21021  -0.51
C5 -2.15759 -0.54472 -0.11761  -0.01
O2 -1.93702 -1.74587 -0.15380  -0.45
H1 -1.53745 0.59619 1.41350  0.22
H2 -1.33516 1.70952 -1.18008  0.36
H3 -3.15719 -0.12751 -0.45781  0.33

Force components x, y, z for each atom (eV/Å):
-2.2358 -0.0926 0.5627
2.4042 -0.0578 -0.2542
-2.2165 0.6307 -0.9481
1.9994 -0.4173 0.8896
-0.9539 -0.2214 0.2167
0.3502 1.1540 -1.4330
-0.4482 -2.8234 -0.8154
-0.3153 2.0416 0.1146
0.7124 0.0405 0.1345
-0.1187 -0.1095 1.1568
0.8222 -0.1447 0.3759

Results
**LUMO energy**: -0.2 eV
**Energy relative to the best compared isomer or geometry (same formula, charge and spin)**: 52.0 kcal/mol
**HOMO**: -10.53 eV
**HOMO-LUMO gap**: 10.32 eV
**Structure (SMILES)**: N#CC#C[C@@H](O)C=O

Record 7
This record from the OMol25 dataset describes one molecule with the formula C5H3NO2 in a non-equilibrium geometry. The level of theory is ωB97M-V/def2-TZVPD.

Last column: Mulliken charge in e.
Cartesian coordinates (Å):
O1 -1.01505 1.46751 2.37020  -0.44
C1 -0.85061 1.53591 1.07742  -0.07
C2 -0.17566 0.41430 0.41552  0.60
C3 -0.49472 0.05844 -0.85133  -0.62
C4 0.39394 -0.95761 -1.20371  0.74
O2 0.58778 -1.67955 -2.18123  -0.53
C5 1.19786 -1.25625 0.16828  -0.12
N1 0.79254 -0.49766 1.09556  -0.48
H1 -1.07068 2.45446 0.30496  0.23
H2 -1.41836 0.43168 -1.49167  0.30
H3 2.05295 -1.97122 0.29599  0.38

Force components x, y, z for each atom (eV/Å):
0.3649 1.1152 -6.6121
-0.1342 0.7451 5.1093
-0.5844 -0.8356 -0.4590
-3.1226 2.6209 -0.4726
3.0858 -5.0428 -0.8039
-0.7957 1.8616 1.2760
0.3431 0.2758 -0.9881
-0.4845 1.1913 -0.5119
-0.0171 -1.8738 2.2760
2.4867 -0.5834 1.4090
-1.1420 0.5256 -0.2226

Results
**LUMO energy**: -2.1 eV
**Energy relative to the best compared isomer or geometry (same formula, charge and spin)**: 53.0 kcal/mol
**HOMO**: -10.23 eV
**HOMO-LUMO gap**: 8.13 eV
**Structure (SMILES)**: O=CC1=CC(=O)C=N1

Record 8
This record from the OMol25 dataset describes one molecule with the formula C5H4. The level of theory is ωB97M-V/def2-TZVPD.

Last column: Mulliken charge in e.
Cartesian coordinates (Å):
C1 -0.44183 -1.91328 2.08908  -0.18
C2 -0.22195 -0.77219 1.76418  -0.02
C3 0.01310 0.37215 1.02014  0.09
C4 0.16554 0.93757 -0.03787  -0.20
C5 0.27008 1.09384 -1.48435  -0.89
H1 -0.64941 -2.94939 2.22020  0.40
H2 1.20147 1.55643 -1.81598  0.27
H3 -0.58928 1.61680 -1.91193  0.27
H4 0.25230 0.05806 -1.84347  0.25

Force components x, y, z for each atom (eV/Å):
0.0568 0.4557 -0.1349
-0.0935 -0.4674 0.0692
0.0235 -0.0313 -0.5997
-0.0938 -0.4797 0.4678
0.0013 0.0817 -0.0471
0.0284 0.1104 0.3298
-0.1399 0.0677 0.0829
0.1822 0.0473 0.0715
0.0348 0.2155 -0.2394

Results
**LUMO energy**: 0.9 eV
**Energy relative to the best compared isomer or geometry (same formula, charge and spin)**: 14.1 kcal/mol
**HOMO**: -9.20 eV
**HOMO-LUMO gap**: 10.13 eV
**Structure (SMILES)**: C#CC#CC

Record 9
This record from the OMol25 dataset describes one molecule with the formula C5H4 in a non-equilibrium geometry. The level of theory is ωB97M-V/def2-TZVPD.

Last column: Mulliken charge in e.
Cartesian coordinates (Å):
C1 -0.55010 -1.74079 -0.63067  -0.85
C2 -0.26218 -0.53763 -0.25192  0.78
C3 -0.54793 0.75827 0.18477  -0.32
C4 0.85391 0.32983 -0.21915  -0.35
C5 0.48079 1.60156 0.53928  -0.11
H1 0.32429 -2.39787 -1.00369  0.20
H2 -1.51848 -2.26479 -0.57294  0.27
H3 0.44771 2.64491 0.23683  0.24
H4 0.77199 1.60652 1.71748  0.14

Force components x, y, z for each atom (eV/Å):
0.3752 -3.9792 -1.1903
0.0949 0.7433 0.0773
-0.2941 -2.2025 -1.2329
-1.1266 2.4173 0.6388
1.7436 1.1312 4.3616
-1.5926 1.3152 0.6072
0.5729 0.7872 0.1003
0.5589 -0.2573 -0.9314
-0.3322 0.0449 -2.4305

Results
**LUMO energy**: 0.0 eV
**Energy relative to the best compared isomer or geometry (same formula, charge and spin)**: 76.6 kcal/mol
**HOMO**: -7.90 eV
**HOMO-LUMO gap**: 7.90 eV
**Structure (SMILES)**: C=C1C2=C1C2

Record 10
This record from the OMol25 dataset describes one molecule with the formula C5H4. The level of theory is ωB97M-V/def2-TZVPD.

Last column: Mulliken charge in e.
Cartesian coordinates (Å):
C1 2.17195 -0.79258 0.10805  0.09
C2 1.20680 -0.13619 -0.17978  -0.55
C3 0.06227 0.77546 -0.18998  -0.60
C4 -1.23228 0.10387 0.01846  -0.39
C5 -2.29766 -0.43845 0.16266  0.14
H1 2.99538 -1.45620 0.20798  0.43
H2 0.33418 1.43798 0.63595  0.22
H3 0.00601 1.41517 -1.07869  0.27
H4 -3.24664 -0.90906 0.31535  0.39

Force components x, y, z for each atom (eV/Å):
-0.3841 -0.0123 -0.6071
0.4343 -0.3296 0.2451
0.0543 0.1168 0.1067
-0.4353 -0.1473 0.1026
0.4887 0.2946 -0.0050
0.0770 0.0425 0.1169
-0.6460 0.2311 0.0927
0.1499 -0.2970 0.0152
0.2612 0.1012 -0.0670

Results
**LUMO energy**: 1.0 eV
**Energy relative to the best compared isomer or geometry (same formula, charge and spin)**: 11.6 kcal/mol
**HOMO**: -10.01 eV
**HOMO-LUMO gap**: 10.98 eV
**Structure (SMILES)**: C#CCC#C